[1]
This record from the OMol25 dataset describes a single C3H8N2O2 molecule in a non-equilibrium geometry. The level of theory is ωB97M-V/def2-TZVPD.

Summary:
**Net charge**: 0
**Structure (SMILES)**: C/C(O)=N\[C@@H](N)O

Geometry (Å):
1 C -1.730 -0.206 -0.966
2 C -0.972 -0.195 0.339
3 O -1.824 -0.031 1.384
4 N 0.147 -0.883 0.582
5 C 1.050 -0.026 -0.037
6 N 2.114 0.460 0.762
7 O 1.473 -0.431 -1.291
8 H -1.135 0.211 -1.775
9 H -1.966 -1.244 -1.207
10 H -2.654 0.366 -0.901
11 H -1.359 -0.334 2.178
12 H 0.182 0.960 -0.161
13 H 2.129 0.021 1.672
14 H 2.161 1.467 0.851
15 H 2.383 -0.133 -1.429

Here are the Mulliken charges for atoms 1 to 8, given in e:
1. C -1.00
2. C 0.54
3. O -0.49
4. N -0.69
5. C 0.61
6. N -0.66
7. O -0.51
8. H 0.30

---

[2]
This record from the OMol25 dataset describes a molecular structure, C28H50LaN8O11P3S. The level of theory is ωB97M-V/def2-TZVPD.

Summary:
**Net charge**: -2

Geometry (Å):
1 La -0.848 -2.064 -0.165
2 N -3.483 -2.384 -0.875
3 C -3.629 -2.779 -2.282
4 C -2.528 -3.748 -2.732
5 O -2.805 -4.542 -3.651
6 N -1.383 -3.605 -2.079
7 C -0.350 -4.574 -2.422
8 C 0.627 -4.840 -1.267
9 O 1.275 -5.878 -1.264
10 O 0.716 -3.901 -0.378
11 H -4.195 -1.716 -0.608
12 H -3.584 -3.197 -0.276
13 H -4.587 -3.260 -2.503
14 H -3.552 -1.880 -2.899
15 H -0.784 -5.528 -2.724
16 H 0.253 -4.220 -3.272
17 N -0.220 -2.568 4.550
18 C -1.374 -2.544 3.578
19 C -2.676 -2.747 4.349
20 P -1.483 -0.867 2.800
21 O -0.077 -0.728 1.985
22 O -1.554 0.097 3.930
23 O -2.500 -0.928 1.704
24 P -1.072 -4.031 2.491
25 O 0.484 -3.742 2.195
26 O -1.239 -5.180 3.423
27 O -1.872 -3.899 1.225
28 H -0.353 -1.857 5.272
29 H 0.686 -2.383 4.086
30 H -0.170 -3.515 4.940
31 H -2.833 -1.937 5.066
32 H -2.680 -3.717 4.847
33 H -3.495 -2.726 3.630
34 H 0.757 -0.935 2.450
35 H 0.734 -3.989 1.248
36 N 4.788 4.329 3.293
37 C 4.401 2.984 3.160
38 C 5.294 2.037 2.663
39 C 4.920 0.708 2.554
40 C 3.646 0.315 2.938
41 C 2.755 1.247 3.448
42 C 3.133 2.574 3.565
43 S 3.120 -1.374 2.722
44 O 4.285 -2.205 2.879
45 O 2.075 -1.543 3.746
46 N 2.324 -1.501 1.370
47 C 2.803 -1.335 0.118
48 N 4.095 -1.047 -0.146
49 C 4.445 -0.973 -1.422
50 C 3.558 -1.161 -2.469
51 C 2.239 -1.385 -2.099
52 N 1.850 -1.455 -0.844
53 H 5.535 4.598 2.673
54 H 4.017 4.977 3.248
55 H 6.287 2.353 2.358
56 H 5.597 -0.038 2.161
57 H 1.765 0.932 3.750
58 H 2.433 3.304 3.958
59 H 5.492 -0.746 -1.610
60 H 3.861 -1.111 -3.504
61 H 1.455 -1.501 -2.844
62 C -0.991 2.495 1.016
63 C -0.145 2.556 -0.267
64 C 0.132 4.022 -0.601
65 C 1.173 1.844 0.054
66 P -1.071 1.489 -1.552
67 N -0.990 -0.023 -1.323
68 C -2.892 2.128 -1.556
69 C -3.532 1.572 -2.837
70 C -3.618 1.432 -0.390
71 C -3.147 3.635 -1.490
72 C -0.337 1.974 -3.273
73 C 1.189 1.878 -3.129
74 C -0.677 3.346 -3.855
75 C -0.746 0.865 -4.259
76 H -0.382 2.793 1.875
77 H -1.348 1.485 1.203
78 H -1.849 3.164 0.975
79 H 0.583 4.495 0.280
80 H -0.773 4.575 -0.850
81 H 0.836 4.134 -1.425
82 H 1.541 2.189 1.016
83 H 1.951 2.037 -0.683
84 H 1.014 0.769 0.120
85 H -3.293 0.512 -2.948
86 H -3.208 2.099 -3.733
87 H -4.621 1.675 -2.773
88 H -3.218 0.431 -0.230
89 H -4.687 1.348 -0.622
90 H -3.525 1.974 0.549
91 H -2.653 4.181 -2.293
92 H -2.831 4.063 -0.541
93 H -4.226 3.810 -1.583
94 H 1.613 2.750 -2.633
95 H 1.649 1.810 -4.121
96 H 1.468 0.988 -2.568
97 H -0.355 4.158 -3.204
98 H -1.742 3.467 -4.048
99 H -0.157 3.461 -4.815
100 H -0.791 -0.094 -3.739
101 H -0.008 0.793 -5.065
102 H -1.715 1.053 -4.720

Here are the Mulliken charges for atoms 1 to 8, given in e:
1. La 2.17
2. N -0.56
3. C -0.28
4. C 0.30
5. O -0.85
6. N 0.05
7. C -0.72
8. C 0.33

---

[3]
This record from the OMol25 dataset describes a molecular structure, C53H47BiBrCl2N3O3P2S2 in a non-equilibrium geometry. The level of theory is ωB97M-V/def2-TZVPD.

Summary:
**Net charge**: +2

Geometry (Å):
1 Bi 0.082 -0.374 0.407
2 O -3.770 -1.339 0.572
3 S -2.956 -0.182 0.152
4 C -3.428 1.166 1.269
5 C -4.500 2.012 1.043
6 C -4.891 2.909 2.025
7 C -4.242 2.935 3.248
8 C -3.165 2.093 3.478
9 C -2.725 1.228 2.479
10 P -1.304 0.136 2.810
11 C -0.116 1.057 3.825
12 C 0.885 0.287 4.427
13 C 1.890 0.896 5.156
14 C 1.915 2.280 5.278
15 C 0.938 3.048 4.662
16 C -0.077 2.441 3.933
17 C -2.008 -1.078 3.981
18 C -2.726 -2.172 3.501
19 C -3.275 -3.079 4.392
20 C -3.111 -2.907 5.759
21 C -2.424 -1.802 6.238
22 C -1.876 -0.884 5.357
23 C -3.593 0.358 -1.439
24 C -4.964 0.382 -1.644
25 C -5.455 0.822 -2.862
26 C -4.577 1.226 -3.859
27 C -3.206 1.128 -3.675
28 C -2.692 0.663 -2.466
29 P -0.932 0.205 -2.268
30 C -0.871 -1.458 -3.049
31 C 0.150 -2.315 -2.629
32 C 0.307 -3.565 -3.209
33 C -0.564 -3.982 -4.204
34 C -1.595 -3.147 -4.612
35 C -1.747 -1.891 -4.042
36 C -0.041 1.256 -3.460
37 C 0.894 0.731 -4.350
38 C 1.580 1.576 -5.211
39 C 1.342 2.942 -5.191
40 C 0.424 3.470 -4.293
41 C -0.258 2.633 -3.425
42 H -5.037 1.984 0.108
43 H -5.713 3.584 1.831
44 H -4.573 3.608 4.027
45 H -2.674 2.095 4.442
46 H 0.863 -0.793 4.324
47 H 2.656 0.295 5.629
48 H 2.694 2.761 5.855
49 H 0.961 4.126 4.755
50 H -0.824 3.053 3.445
51 H -2.878 -2.294 2.439
52 H -3.837 -3.926 4.018
53 H -3.526 -3.625 6.454
54 H -2.310 -1.647 7.303
55 H -1.355 -0.021 5.747
56 H -5.626 0.040 -0.858
57 H -6.523 0.848 -3.032
58 H -4.961 1.584 -4.805
59 H -2.532 1.395 -4.479
60 H 0.844 -2.004 -1.852
61 H 1.117 -4.210 -2.890
62 H -0.440 -4.951 -4.668
63 H -2.279 -3.473 -5.384
64 H -2.555 -1.256 -4.376
65 H 1.069 -0.338 -4.405
66 H 2.299 1.159 -5.904
67 H 1.864 3.594 -5.879
68 H 0.231 4.535 -4.270
69 H -0.980 3.046 -2.734
70 Cl 1.906 7.105 0.704
71 C 1.194 5.542 0.568
72 C -0.101 5.417 0.049
73 C -0.683 4.181 -0.061
74 Cl -2.271 4.067 -0.730
75 C -0.020 2.974 0.319
76 O -0.603 1.824 0.114
77 C 1.287 3.142 0.860
78 C 2.064 2.082 1.399
79 O 1.767 0.887 1.551
80 C 1.869 4.426 0.962
81 H -0.637 6.300 -0.271
82 H 3.058 2.379 1.763
83 H 2.865 4.520 1.378
84 Br 4.929 1.168 -3.161
85 C 4.394 0.219 -1.621
86 C 5.308 -0.132 -0.640
87 C 4.846 -0.818 0.473
88 C 3.500 -1.123 0.562
89 N 2.627 -0.788 -0.390
90 C 3.062 -0.128 -1.463
91 H 6.352 0.131 -0.740
92 H 5.523 -1.105 1.266
93 H 3.094 -1.645 1.421
94 H 2.333 0.143 -2.218
95 C -2.155 -3.918 -0.484
96 N -1.053 -4.810 -0.144
97 C -1.413 -6.228 -0.152
98 C 0.026 -4.352 0.511
99 S -0.100 -2.911 1.479
100 N 1.166 -5.045 0.453
101 C 2.327 -4.761 1.286
102 C 1.415 -6.065 -0.561
103 H -2.719 -4.369 -1.300
104 H -1.779 -2.956 -0.821
105 H -2.827 -3.748 0.359
106 H -2.408 -6.330 0.284
107 H -0.724 -6.809 0.453
108 H -1.441 -6.634 -1.164
109 H 2.030 -4.263 2.201
110 H 3.037 -4.132 0.744
111 H 2.817 -5.700 1.540
112 H 0.707 -5.975 -1.380
113 H 1.360 -7.070 -0.140
114 H 2.422 -5.920 -0.953

Here are the Mulliken charges for atoms 1 to 8, given in e:
1. Bi 2.82
2. O -0.85
3. S 2.05
4. C 0.21
5. C -0.65
6. C -0.98
7. C -1.01
8. C -0.56

---

Number 1: gap between HOMO and LUMO 9.601 eV, HOMO level -8.859 eV. Number 2: gap between HOMO and LUMO 6.626 eV, HOMO level -2.755 eV. Number 3: gap between HOMO and LUMO 7.417 eV, HOMO level -12.477 eV.